Entry 1:
Below is a 13-piece molecular cluster, C37H56F3N16O7S overall at a distorted geometry, with properties calculated with the ωB97M-V functional and the def2-TZVPD basis.

Atoms and positions in Å:
C -0.46157 -1.21357 0.74074
F -0.45369 -2.58289 0.76275
F -1.64704 -0.80823 1.28597
F 0.51756 -0.74143 1.48121
S -0.28866 -0.70598 -1.03165
O 1.07329 -1.07549 -1.22205
O -1.26099 -1.53503 -1.73154
O -0.54925 0.72070 -1.01950
N -3.86822 -1.29192 -5.65617
C -2.71183 -0.63851 -5.94615
C -3.02081 0.60751 -6.43405
C -4.44530 0.66554 -6.39229
C -4.93531 -0.49913 -5.97352
H -4.03914 -2.23068 -5.29047
H -1.71106 -1.07809 -5.95504
H -2.33842 1.31268 -6.93655
H -5.02461 1.50827 -6.67767
H -5.89681 -0.82767 -5.64887
N 3.04580 0.51476 3.11347
C 4.12999 0.60926 2.25494
C 5.19353 0.13864 2.97654
C 4.74522 -0.07312 4.33387
C 3.40957 0.15565 4.35277
H 2.10467 0.79348 2.93236
H 4.16531 0.84907 1.18128
H 6.24574 -0.06527 2.75442
H 5.37947 -0.37372 5.12444
H 2.64421 0.11927 5.10304
N 2.15381 3.39602 3.26283
C 1.26759 2.83283 4.17651
C 0.27958 2.20946 3.53023
C 0.62281 2.34805 2.10090
C 1.78927 3.04625 2.00692
H 3.06219 3.70565 3.53742
H 1.37203 2.97241 5.25229
H -0.57526 1.65384 3.87051
H 0.10660 1.88277 1.27347
H 2.35571 3.33748 1.15853
N 2.75639 -4.34250 1.05942
C 3.86061 -5.08480 1.20868
C 4.63055 -4.56275 2.22563
C 3.79863 -3.47000 2.83157
C 2.68636 -3.44608 2.07800
H 1.95350 -4.64227 0.49989
H 4.28396 -5.89196 0.65360
H 5.54631 -4.98598 2.68039
H 4.08850 -2.79101 3.56724
H 1.84302 -2.77339 2.00453
N 2.34466 -4.10669 -2.42426
C 3.64976 -4.61158 -2.53528
C 3.52385 -6.00008 -2.45694
C 2.10593 -6.24139 -2.05589
C 1.41725 -5.06940 -2.02795
H 2.20779 -3.11593 -2.30111
H 4.40432 -3.88275 -2.59019
H 4.20196 -6.81527 -2.41601
H 1.69118 -7.22354 -1.81027
H 0.34711 -4.88181 -1.82399
N 0.55023 2.73145 -3.13422
C 0.06243 3.30136 -4.28948
C 0.61008 4.53779 -4.42688
C 1.49712 4.70536 -3.31316
C 1.41433 3.58146 -2.55563
H 0.01633 2.10231 -2.59448
H -0.68411 2.73206 -4.83828
H 0.51440 5.26873 -5.20950
H 2.18561 5.48932 -3.25216
H 1.86127 3.36003 -1.58841
N -2.99846 3.52630 2.89104
C -3.16330 2.18417 3.16220
C -3.76312 2.10666 4.40691
C -3.80095 3.41508 4.93210
C -3.44732 4.27997 3.92066
H -2.69657 3.87738 1.98450
H -2.85679 1.39307 2.49420
H -3.76009 1.17490 4.94405
H -4.17958 3.69023 5.86704
H -3.27637 5.36900 3.89585
N -1.45491 -1.00249 5.36923
C -0.43130 -1.84021 5.01264
C 0.36340 -2.05975 6.08773
C -0.19013 -1.32535 7.18615
C -1.31422 -0.67151 6.70687
H -2.18569 -0.64514 4.74224
H -0.30456 -2.24800 3.99415
H 1.13833 -2.78909 6.01060
H 0.09998 -1.24068 8.19838
H -2.03658 -0.03205 7.23108
C -4.10182 -3.44171 -2.96689
O -4.46414 -3.94664 -4.01174
N -4.69641 -2.35004 -2.33421
N -2.99892 -3.95354 -2.25493
H -4.23071 -1.72280 -1.62431
H -5.44060 -1.83162 -2.84206
H -2.48098 -4.61130 -2.85058
H -2.49161 -3.43051 -1.55270
C -2.34742 4.83591 -0.73987
O -2.75227 4.64577 0.43652
N -3.23046 5.23220 -1.73520
N -1.06337 4.62465 -1.03421
H -3.06230 4.89290 -2.66253
H -4.20254 5.13087 -1.39594
H -0.45923 4.20401 -0.36677
H -0.69589 4.80327 -1.96298
C 4.71623 -1.05542 -2.07199
O 5.63795 -1.17784 -2.86017
N 3.71023 -0.10706 -2.19268
N 4.55342 -1.93898 -1.03555
H 2.82032 -0.43482 -1.77775
H 3.74620 0.39003 -3.02966
H 3.96772 -1.52460 -0.26859
H 5.48333 -2.25090 -0.73607
C -3.78065 2.11464 -2.49046
O -4.57603 3.00353 -2.76533
N -3.60754 1.81289 -1.11615
N -3.08168 1.47022 -3.51241
H -3.80933 2.47255 -0.39507
H -2.70642 1.31954 -0.90167
H -2.61074 0.58293 -3.31328
H -3.29137 1.56986 -4.48909

Cartesian forces, eV/Å:
C -1.4 -0.6 -0.7
F 0.1 0.9 0.4
F 0.7 -0.3 -0.2
F 0.2 -0.1 0.3
S -1.5 -0.4 0.7
O 1.7 -0.4 -0.7
O 0.2 0.7 0.3
O -0.2 0.2 -0.2
N -0.2 -0.9 0.1
C 1.2 -0.2 -0.5
C -0.2 -0.2 -0.6
C 0.4 2.1 -1.2
C 0.3 -1.2 1.4
H 0.7 0.2 -0.1
H -0.6 -0.2 0.4
H -0.5 -0.4 0.7
H -0.4 0.5 -0.2
H -0.5 0.1 -0.3
N -0.1 0.7 -1.4
C 0.3 -1.0 -0.1
C 0.8 0.0 1.7
C 0.6 -0.2 -1.1
C -0.1 -0.1 0.2
H -0.4 0.2 -0.5
H -0.8 0.0 0.8
H -0.6 0.4 -0.6
H 0.3 -0.3 0.7
H 0.0 -0.1 0.3
N -0.3 -0.3 1.4
C 0.9 1.1 1.2
C -0.1 -0.5 -2.9
C -0.7 -0.6 0.6
C -0.9 -0.1 0.2
H 0.3 0.2 0.0
H 0.2 0.0 -0.4
H 0.0 0.2 0.4
H -0.1 0.2 0.0
H 0.4 0.1 -0.5
N -1.3 -1.2 -0.6
C 3.0 -0.1 1.0
C -1.3 1.1 1.7
C 1.7 -2.4 -1.7
C -1.4 1.4 -0.7
H 0.6 0.4 0.2
H -0.9 -0.4 -0.9
H -0.7 0.4 -0.7
H 0.2 0.8 1.1
H 0.2 0.1 0.6
N 0.5 0.3 0.9
C -3.1 -1.9 -0.1
C -2.5 1.2 1.5
C 1.3 -1.0 -0.4
C 0.8 0.4 -0.7
H -0.2 0.1 0.0
H 1.1 0.3 -0.4
H 0.9 -0.1 -0.3
H 0.2 0.4 -0.2
H 1.0 0.1 -0.3
N -0.3 0.5 -1.0
C -1.0 -0.8 0.1
C 0.7 0.2 0.3
C -0.5 -0.4 -1.0
C 0.8 0.4 1.3
H -0.5 -1.3 0.5
H 0.2 0.4 0.0
H -0.2 -0.2 -0.2
H 0.8 1.0 0.5
H 0.0 -0.1 -0.4
N 0.0 -1.2 -0.8
C -0.6 1.1 0.3
C 1.8 -0.6 -0.2
C -0.8 0.2 -0.9
C 1.1 0.5 0.3
H 0.0 0.2 0.1
H 0.0 0.2 -0.1
H -0.7 -0.1 0.3
H -0.4 0.4 1.2
H -0.4 -0.8 0.1
N -0.5 0.5 0.0
C -0.3 -0.1 -1.4
C -0.3 0.0 0.5
C -1.0 0.3 -1.1
C 0.1 -0.2 -0.2
H 0.7 -0.3 0.6
H -0.3 0.4 0.8
H 0.6 0.0 0.5
H 0.5 -0.2 0.7
H 0.5 -0.4 -0.5
C 1.8 0.9 2.2
O -0.5 0.3 -0.3
N -0.5 1.4 -0.1
N -0.9 -0.6 -1.4
H -0.3 -1.5 -1.3
H 1.0 -1.0 0.4
H -0.2 0.6 0.8
H -0.1 0.2 -0.4
C -1.4 -0.5 1.4
O 0.1 0.5 -1.5
N 0.1 0.2 1.6
N 0.2 0.5 -1.6
H -0.1 -0.2 -0.2
H 1.0 0.0 -0.7
H 0.1 -0.1 0.5
H 0.0 -0.1 0.3
C -0.3 0.3 -1.1
O 0.2 0.4 0.0
N 0.1 -1.9 2.3
N -0.3 0.9 1.7
H 0.4 0.9 -0.7
H -0.4 0.8 -1.4
H 1.0 -1.0 -0.7
H -0.8 -0.1 0.1
C -0.7 1.0 0.4
O -0.2 0.0 -0.5
N 2.7 -2.6 -1.8
N 0.7 -1.0 2.6
H -0.5 0.9 -0.3
H -1.1 0.5 -0.3
H -0.2 0.6 0.1
H -0.7 0.4 0.1

Properties
* gap between HOMO and LUMO: 8.54 eV
* total charge: -1
* HOMO level: -6.24 eV
* LUMO energy: 2.30 eV

These are the Löwdin partial charges, in e, on atoms 1 to 6:
1. C -0.633
2. F 0.082
3. F 0.089
4. F 0.131
5. S 0.461
6. O -0.309

Entry 2:
Below is a 2-piece molecular cluster, C4H5NO2S overall at a distorted geometry, with properties calculated with the ωB97M-V functional and the def2-TZVPD basis.

Atoms and positions in Å:
C -1.72110 2.88118 0.54957
C -1.51895 1.57461 0.54662
C 0.95077 -1.55973 0.52384
C 1.15565 -0.75936 -0.35918
N 1.25872 0.30528 -1.14517
O -0.97694 0.51256 0.99820
O 0.83467 -2.70666 1.18996
S -2.98884 1.82789 -0.43347
H -1.47416 3.90580 0.33545
H 2.15725 0.83728 -1.01043
H 0.48011 0.66095 -1.76003
H -1.65129 -0.16164 1.11321
H 1.44802 -3.23296 0.70808

Cartesian forces, eV/Å:
C 0.6 -2.1 -0.7
C -1.9 3.6 -0.2
C -0.2 0.2 -0.5
C -0.7 -0.4 0.7
N 1.0 1.7 -0.9
O 1.2 -0.6 0.9
O -0.2 1.0 0.3
S -0.2 0.0 -0.2
H 0.2 -0.2 0.4
H -1.9 -0.5 -0.7
H 1.6 -0.7 1.2
H -0.1 -0.4 -0.2
H 0.7 -1.6 -0.2

Properties
* SMILES string: OC1=CS1.NC#CO
* gap between HOMO and LUMO: 8.08 eV
* HOMO level: -7.62 eV
* LUMO energy: 0.46 eV

These are the natural (NBO) partial charges, in e, on atoms 1 to 6:
1. C -0.358
2. C 0.257
3. C 0.170
4. C 0.038
5. N -0.860
6. O -0.613

Entry 3:
Below is C32H27CrO6SSb as an isolated structure at a distorted geometry, with properties calculated with the ωB97M-V functional and the def2-TZVPD basis.

Atoms and positions in Å:
Cr -0.01200 -0.27198 -0.15064
O -0.78087 2.68665 -0.21833
C -0.02005 1.77664 0.36618
O 1.02985 1.31018 -0.19014
C -0.07923 1.70692 1.87353
O 0.40884 0.39709 2.17134
C -0.39298 -0.42121 3.02300
C -1.05670 -1.54674 2.22714
O -1.64055 -2.44077 2.75834
O -0.90919 -1.41367 0.91682
H -0.56042 2.74580 -1.16213
H 0.57765 2.46154 2.31109
H -1.09804 1.85448 2.23135
H 0.25243 -0.86904 3.77621
H -1.16617 0.15854 3.52728
C 6.83107 -1.59381 1.99230
C 6.02059 -0.49364 2.22894
C 4.75247 -0.43187 1.66675
C 4.31158 -1.48010 0.86893
C 5.12247 -2.58477 0.62055
C 6.38606 -2.63567 1.18844
Sb 2.41072 -1.54428 -0.01304
C 2.82819 -1.80963 -2.07445
C 2.35172 -2.88004 -2.82333
C 2.75056 -3.02970 -4.14458
C 3.62020 -2.11450 -4.72032
C 4.08898 -1.03976 -3.97865
C 3.69321 -0.88643 -2.65699
C 1.61051 -3.35205 0.73505
C 0.60856 -4.04810 0.06483
C 0.05195 -5.18007 0.64009
C 0.46558 -5.59928 1.89686
C 1.44770 -4.89575 2.57640
C 2.02032 -3.77073 1.99784
H 7.81666 -1.64172 2.43612
H 6.37281 0.31751 2.85220
H 4.12169 0.42885 1.85268
H 4.78180 -3.39984 -0.00804
H 7.02240 -3.49068 1.00298
H 1.67539 -3.60653 -2.39468
H 2.38467 -3.86915 -4.72182
H 3.93551 -2.24162 -5.74789
H 4.76966 -0.32557 -4.42336
H 4.06933 -0.04275 -2.08742
H 0.22489 -3.69847 -0.88608
H -0.71983 -5.72500 0.11278
H 0.00656 -6.46550 2.35420
H 1.76647 -5.21692 3.55923
H 2.79975 -3.23728 2.53167
C -3.16199 -1.03683 -10.19196
C -3.09698 -2.04160 -9.08415
O -4.02827 -2.42877 -8.44710
S -1.38985 -2.66056 -8.76340
C -1.23770 -2.19184 -7.06030
C -0.12719 -1.43377 -6.69188
C 0.04579 -1.04866 -5.37666
C -0.90370 -1.40760 -4.41448
C -2.00972 -2.17955 -4.78505
C -2.16853 -2.58060 -6.09768
C -0.72502 -1.00114 -3.06676
C -0.54996 -0.64035 -1.91474
H -4.19667 -0.75843 -10.37749
H -2.70835 -1.45234 -11.09365
H -2.57112 -0.16448 -9.91167
H 0.59458 -1.14306 -7.44361
H 0.90841 -0.46346 -5.08579
H -2.73316 -2.47273 -4.03593
H -3.01128 -3.19232 -6.38232

Cartesian forces, eV/Å:
Cr 0.9 -1.1 0.6
O -0.3 -0.2 0.0
C 0.6 1.1 0.2
O -0.2 0.2 -0.1
C -0.3 -0.3 0.1
O -0.1 0.2 -0.1
C 0.0 -0.1 0.0
C 0.1 -0.1 0.4
O 0.0 0.0 0.0
O -0.2 0.5 -0.6
H 0.0 0.0 0.0
H 0.0 0.0 0.0
H 0.0 0.0 0.0
H 0.0 0.0 0.0
H 0.0 0.0 0.0
C 0.0 0.0 0.0
C 0.0 0.0 0.0
C 0.0 0.0 0.0
C -0.1 0.2 0.0
C 0.0 0.0 0.0
C 0.0 0.0 0.0
Sb -1.2 -0.4 -0.6
C 0.4 -0.1 0.1
C 0.0 0.0 0.0
C 0.0 0.0 0.0
C 0.0 0.0 0.0
C 0.0 0.0 0.0
C 0.0 0.0 0.0
C 0.3 0.0 0.0
C -0.1 0.0 0.0
C 0.0 0.0 0.0
C 0.0 0.0 0.0
C 0.0 0.0 0.0
C 0.1 -0.1 0.0
H 0.0 0.0 0.0
H 0.0 0.0 0.0
H 0.0 0.0 0.0
H 0.0 0.0 0.0
H 0.0 0.0 0.0
H 0.1 0.0 0.0
H 0.0 0.0 0.0
H 0.0 0.0 0.0
H 0.0 0.0 0.0
H 0.0 0.0 0.0
H 0.0 0.0 0.0
H 0.0 0.0 0.0
H 0.0 0.0 0.0
H 0.0 0.0 0.0
H 0.0 0.0 0.0
C 0.0 -0.1 -0.1
C -0.1 -0.1 0.1
O 0.1 0.1 0.1
S 0.2 0.1 -0.1
C -0.1 -0.1 0.1
C 0.0 0.0 0.0
C 0.0 0.0 0.1
C 0.0 -0.1 -0.2
C 0.0 0.0 0.0
C 0.0 0.0 0.0
C 0.0 0.1 0.2
C 0.1 0.0 0.0
H 0.0 0.0 0.0
H 0.0 0.0 0.0
H 0.0 0.0 0.0
H 0.0 0.0 0.0
H 0.0 0.0 0.0
H 0.0 0.0 0.0
H 0.0 0.0 0.0

Properties
* multiplicity: 2
* <S²>: 1.15
* gap between HOMO and LUMO (spin up / spin down): 5.65 / 6.87 eV
* total charge: +1
* HOMO level (spin up / spin down): -10.68 / -10.76 eV
* LUMO energy (spin up / spin down): -5.03 / -3.89 eV

These are the natural (NBO) partial charges, in e, on atoms 1 to 6:
1. Cr 0.929
2. O -0.613
3. C 0.635
4. O -0.571
5. C -0.146
6. O -0.530

Entry 4:
Below is the molecule C19H25N3O6S at a distorted geometry, with properties calculated with the ωB97M-V functional and the def2-TZVPD basis.

Atoms and positions in Å:
C 0.16659 1.96029 -4.48062
C 1.54615 2.04562 -3.84470
H 2.24660 2.57593 -4.49230
H 1.48673 2.54215 -2.87089
O 2.11713 0.74561 -3.66622
C 1.78235 0.06714 -2.56974
O 1.05186 0.50038 -1.71264
C 2.44928 -1.29724 -2.57655
C 3.23324 -1.55945 -1.28382
C 2.29120 -1.71209 -0.09369
N 1.33694 -2.76666 -0.35559
S 0.48241 -3.27887 0.98120
O 1.42005 -3.45053 2.04967
O -0.32535 -4.38874 0.57509
C -0.58425 -1.88650 1.35027
C -0.06803 -0.83181 2.06841
C -0.80850 0.33559 2.25790
C -2.10421 0.41082 1.70710
C -2.60430 -0.68194 0.99331
C -1.85125 -1.82254 0.80270
H -2.23169 -2.66870 0.25457
H -3.59825 -0.62717 0.57985
N -2.88254 1.56849 1.79860
C -3.05356 2.29867 2.94526
O -3.76575 3.27383 2.98030
C -2.26480 1.79332 4.13380
C -0.82270 2.17532 3.87113
O -0.25778 3.08350 4.43223
N -0.20841 1.41499 2.91366
C 1.20161 1.66291 2.66944
H 1.42700 1.48172 1.62008
H 1.39460 2.70614 2.91763
H 1.83740 1.03770 3.29929
H -2.60778 2.31329 5.02727
H -2.36964 0.71398 4.24680
C -3.68565 1.95384 0.65156
H -4.66008 1.46073 0.65631
H -3.15194 1.71386 -0.26548
H -3.85078 3.02895 0.71602
H 0.91459 -0.93712 2.49676
C 0.51678 -2.52850 -1.52225
C 1.40231 -2.40760 -2.75828
H 1.92877 -3.35054 -2.91090
H 0.78317 -2.20793 -3.63434
H -0.15689 -3.38161 -1.61094
H -0.07746 -1.61058 -1.40173
H 2.84198 -2.00288 0.80137
H 1.77723 -0.75797 0.08682
H 3.93214 -0.74412 -1.09073
H 3.80067 -2.48237 -1.41031
H 3.13412 -1.30608 -3.42965
H 0.22129 1.43028 -5.42834
H -0.51671 1.43290 -3.81925
H -0.21587 2.96159 -4.65544

Cartesian forces, eV/Å:
C 0.3 -0.2 0.2
C -0.4 0.4 0.1
H -0.1 -0.1 0.1
H 0.1 0.0 -0.2
O 0.2 0.0 -0.4
C 0.2 -0.3 0.0
O -0.1 0.1 0.1
C 0.1 0.0 -0.1
C -0.3 0.1 0.1
C 0.6 0.4 0.4
N -0.4 -0.6 0.8
S 0.1 0.0 -0.1
O 0.0 0.4 0.0
O -0.2 0.2 -0.2
C 0.4 -0.5 -0.2
C -0.1 0.1 0.2
C -0.4 -0.4 -0.3
C 0.4 -0.4 0.1
C 0.1 0.0 0.1
C -0.1 0.0 0.0
H -0.1 -0.1 -0.1
H -0.1 0.0 0.0
N 0.0 0.1 -0.3
C 0.0 -0.2 0.3
O -0.1 0.2 0.1
C 0.0 0.4 0.2
C -0.2 -0.2 0.2
O 0.0 0.2 0.2
N 0.3 0.1 -0.1
C 0.2 0.3 0.0
H 0.0 0.0 0.0
H 0.1 -0.1 -0.1
H 0.0 0.0 0.0
H 0.1 -0.1 -0.2
H 0.0 0.0 0.0
C -0.2 0.3 -0.1
H 0.0 0.0 0.0
H 0.0 0.0 0.0
H 0.0 -0.1 -0.1
H 0.1 0.1 0.1
C -0.5 -0.1 -0.6
C -0.1 0.2 0.2
H 0.0 0.0 -0.1
H 0.0 -0.1 0.0
H 0.0 0.1 -0.2
H 0.0 -0.1 0.0
H 0.1 0.2 -0.1
H 0.1 -0.1 0.0
H 0.0 0.0 0.0
H 0.1 0.0 0.0
H -0.1 0.0 0.1
H 0.0 0.0 -0.1
H -0.1 0.0 0.0
H -0.1 0.1 0.0

Properties
* SMILES string: CCOC(=O)C1CCN(S(=O)(=O)c2ccc3c(c2)N(C)C(=O)CC(=O)N3C)CC1
* gap between HOMO and LUMO: 9.28 eV
* HOMO level: -8.93 eV
* LUMO energy: 0.34 eV

These are the natural (NBO) partial charges, in e, on atoms 1 to 6:
1. C -0.633
2. C -0.078
3. H 0.193
4. H 0.199
5. O -0.503
6. C 0.809

Entry 5:
Below is an isolated ion of composition C4H5N2 and charge +1 at a distorted geometry, with properties calculated with the ωB97M-V functional and the def2-TZVPD basis.

Atoms and positions in Å:
C -0.29543 1.03729 0.00558
C -1.35248 0.21565 -0.09357
C 1.08840 -0.88057 -0.04063
C 1.07726 0.56059 -0.49589
N -2.34242 -0.40995 0.00091
N 1.06129 0.20714 0.92017
H -0.55392 2.09047 0.34110
H 0.28962 -1.47620 -0.04484
H 1.98208 -1.32865 -0.03867
H 1.84102 1.15263 -1.01420
H -2.79542 -1.16839 0.46006

Cartesian forces, eV/Å:
C 4.1 1.4 0.7
C -3.9 -2.5 1.2
C -0.2 4.4 -0.4
C -0.8 -0.5 0.7
N 2.8 1.4 -0.9
N -1.7 1.9 -0.7
H 0.8 -1.4 -0.5
H -3.0 -2.4 -0.5
H 3.4 -1.7 -0.1
H -0.5 -0.3 0.3
H -0.7 -0.4 0.2

Properties
* SMILES string: [NH+]#C[C@@H]1[C@@H]2CN12
* gap between HOMO and LUMO: 9.42 eV
* total charge: +1
* HOMO level: -15.65 eV
* LUMO energy: -6.23 eV

These are the natural (NBO) partial charges, in e, on atoms 1 to 6:
1. C -0.320
2. C 0.624
3. C -0.251
4. C -0.081
5. N -0.435
6. N -0.079

Here are the calculated DFT total energy numbers, same order: -3544.2798, -758.6154, -3369.5817, -1752.9638, -264.4812 (a.u.).